Computed, not measured: a 10-piece molecular cluster, C35H75NO25 overall, with ωB97M-V/def2-TZVPD.

Kohn-Sham gap = 7.417 eV
Relative energy (zero: lowest compared OMol25 entry of this formula, charge and spin) = 49.8 kcal/mol
Energy = -90185.5909 eV
Molecular weight = 910.0 g/mol

Positions of all 136 atoms, in Å:
N 2.35 -2.03 0.98
H 1.63 -1.33 0.83
H 3.25 -1.59 0.87
H 2.29 -2.79 0.32
H 2.34 -2.31 1.94
C 0.01 1.54 2.33
C -0.52 0.83 1.05
C -0.79 1.84 -0.05
O 0.34 -0.27 0.65
H -0.05 0.83 3.15
H -0.60 2.41 2.57
H 1.04 1.89 2.20
H -1.54 0.56 1.31
H -1.59 2.52 0.26
H -1.11 1.36 -0.97
H 0.07 2.47 -0.26
C 7.68 -1.88 -2.56
C 6.89 -1.38 -1.30
O 5.87 -0.58 -1.85
C 4.77 -0.22 -1.23
O 4.49 -0.64 -0.03
O 4.01 0.57 -2.08
C 2.69 0.83 -1.54
H 7.20 -2.77 -2.96
H 8.66 -2.34 -2.38
H 7.75 -1.06 -3.28
H 7.47 -0.69 -0.69
H 6.50 -2.18 -0.66
H 2.63 1.24 -0.53
H 2.00 -0.02 -1.46
H 2.23 1.50 -2.26
C 1.20 -0.39 5.95
C 2.15 0.04 4.89
O 3.42 -0.48 5.16
C 3.84 -1.50 4.43
O 3.13 -2.22 3.70
O 5.14 -1.70 4.65
C 5.95 -2.44 3.71
H 1.48 0.01 6.93
H 1.25 -1.47 6.10
H 0.19 0.00 5.83
H 2.20 1.13 4.86
H 1.72 -0.34 3.97
H 7.00 -2.36 4.00
H 5.97 -1.91 2.76
H 5.65 -3.49 3.70
C -1.41 -2.38 3.34
C -0.48 -3.26 4.17
O -0.93 -4.64 4.11
C -0.22 -5.69 4.67
O 0.70 -5.57 5.41
O -0.56 -6.81 4.06
C 0.10 -8.04 4.21
H -1.41 -2.63 2.28
H -1.16 -1.33 3.49
H -2.41 -2.57 3.75
H -0.43 -2.91 5.20
H 0.54 -3.12 3.80
H -0.35 -8.79 3.56
H -0.13 -8.40 5.21
H 1.16 -8.14 3.99
C -0.26 0.97 -3.71
C 0.77 1.27 -4.77
O 0.24 1.15 -6.09
C 1.06 1.17 -7.15
O 2.28 1.18 -7.09
O 0.32 1.34 -8.21
C 0.88 1.30 -9.48
H 0.14 0.86 -2.70
H -0.70 -0.01 -3.90
H -1.17 1.57 -3.72
H 1.58 0.57 -4.54
H 1.28 2.21 -4.59
H 1.33 2.29 -9.57
H 0.17 1.11 -10.29
H 1.65 0.54 -9.56
C -1.28 -3.25 -2.31
C -0.05 -2.48 -2.07
O 0.75 -2.33 -3.20
C 2.11 -2.46 -3.05
O 2.75 -2.58 -1.98
O 2.69 -2.41 -4.30
C 4.08 -2.58 -4.41
H -1.04 -4.27 -2.60
H -1.89 -2.82 -3.10
H -1.91 -3.40 -1.43
H 0.42 -2.76 -1.12
H -0.38 -1.48 -1.79
H 4.34 -3.61 -4.19
H 4.55 -2.04 -3.58
H 4.53 -2.29 -5.36
C -3.89 -0.31 -2.33
C -4.44 -0.06 -3.72
O -5.89 -0.05 -3.47
C -6.74 0.41 -4.38
O -6.48 0.79 -5.53
O -7.97 0.33 -3.86
C -9.09 0.93 -4.42
H -2.81 -0.42 -2.35
H -4.32 -1.25 -1.98
H -4.10 0.50 -1.63
H -4.22 -0.85 -4.43
H -4.05 0.92 -4.00
H -9.89 1.00 -3.69
H -9.52 0.32 -5.22
H -8.91 1.93 -4.83
C -4.94 1.22 1.37
C -4.50 2.53 2.08
O -4.10 2.32 3.40
C -3.83 3.28 4.30
O -4.02 4.48 4.16
O -3.28 2.72 5.44
C -3.05 1.32 5.59
H -4.19 0.44 1.23
H -5.40 1.45 0.40
H -5.74 0.73 1.94
H -5.36 3.19 1.97
H -3.68 2.98 1.51
H -3.79 0.62 5.22
H -3.11 1.06 6.65
H -2.03 1.16 5.23
C -2.79 5.61 0.46
C -2.11 5.59 1.84
O -0.89 6.38 1.88
C 0.15 5.93 1.36
O 0.18 5.08 0.45
O 1.23 6.48 1.93
C 2.46 5.73 1.97
H -2.12 5.00 -0.15
H -2.84 6.63 0.08
H -3.79 5.19 0.44
H -1.99 4.55 2.14
H -2.84 6.07 2.50
H 3.26 6.31 2.44
H 2.68 5.27 1.01
H 2.26 4.87 2.62